No. 1
This record from the Open Molecules 2025 dataset describes C6H12 in the gas phase. The level of theory is ωB97M-V with the def2-TZVPD basis set.

Values from the calculation:
HOMO level in eV: -9.61
Orbital gap in eV: 10.8
LUMO energy in Eh: 0.04210
ΔE to the lowest compared entry with this formula, charge and spin in kJ/mol: 112.1
Energy in eV: -6415.77857

The geometry in ORCA input format:
```
! wB97M-V def2-TZVPD RIJCOSX def2/J DEFGRID3
* xyz 0 1
C 0.619 -1.600 -0.714
C -0.473 -0.578 -0.918
C -0.210 0.901 -0.777
C 1.066 1.490 -0.215
C -1.109 0.183 0.210
C -0.727 -0.122 1.642
H 0.210 -2.553 -0.361
H 1.373 -1.270 0.008
H 1.136 -1.783 -1.663
H -1.170 -0.846 -1.709
H -0.705 1.519 -1.526
H 1.982 0.961 -0.489
H 1.002 1.476 0.876
H 1.179 2.535 -0.513
H -2.169 0.411 0.118
H 0.292 -0.494 1.792
H -1.398 -0.944 1.902
H -0.898 0.713 2.336
*
```

***

No. 2
This record from the Open Molecules 2025 dataset describes 2 unconnected molecules or ions with the total composition C6H12. The level of theory is ωB97M-V with the def2-TZVPD basis set.

Values from the calculation:
HOMO level in eV: -9.59
Orbital gap in eV: 10.8
LUMO energy in Eh: 0.04426
ΔE to the lowest compared entry with this formula, charge and spin in kJ/mol: 168.9
Energy in eV: -6415.19006

The geometry in ORCA input format:
```
! wB97M-V def2-TZVPD RIJCOSX def2/J DEFGRID3
* xyz 0 1
C -0.698 1.029 -1.694
C 0.467 1.618 -1.440
C 1.057 1.777 -0.069
H -1.088 0.946 -2.705
H -1.304 0.610 -0.891
H 1.047 2.027 -2.268
H 0.450 1.258 0.681
H 1.118 2.836 0.212
H 2.077 1.375 -0.026
C -1.344 -1.137 1.811
C -0.829 -1.648 0.695
C 0.633 -1.684 0.360
H -0.709 -0.703 2.582
H -2.414 -1.141 2.002
H -1.501 -2.078 -0.048
H 0.820 -1.176 -0.594
H 0.987 -2.717 0.258
H 1.231 -1.192 1.135
*
```

***

No. 3
This record from the Open Molecules 2025 dataset describes a molecular structure, C6H12 in a non-equilibrium geometry. The level of theory is ωB97M-V with the def2-TZVPD basis set.

Values from the calculation:
HOMO level in eV: -8.58
Orbital gap in eV: 9.5
LUMO energy in Eh: 0.03526
ΔE to the lowest compared entry with this formula, charge and spin in kJ/mol: 457.6
Energy in eV: -6412.19768

The geometry in ORCA input format:
```
! wB97M-V def2-TZVPD RIJCOSX def2/J DEFGRID3
* xyz 0 1
C 0.906 -0.373 1.405
C 0.477 -0.121 -0.052
C 1.479 -0.648 -1.046
C -0.952 -0.438 -0.324
C -1.369 0.807 0.069
C -0.019 1.384 -0.153
H 1.833 0.173 1.613
H 0.146 -0.030 2.118
H 1.088 -1.436 1.599
H 2.434 -0.129 -0.942
H 1.102 -0.512 -2.065
H 1.643 -1.720 -0.883
H -1.310 -1.126 -1.084
H -2.793 -0.749 -0.028
H -2.117 1.146 0.773
H -3.023 -0.067 -0.325
H 0.363 2.143 0.526
H 0.111 1.696 -1.200
*
```

***

No. 4
This record from the Open Molecules 2025 dataset describes C6H12 in the gas phase in a non-equilibrium geometry. The level of theory is ωB97M-V with the def2-TZVPD basis set.

Values from the calculation:
HOMO level in eV: -9.54
Orbital gap in eV: 10.8
LUMO energy in Eh: 0.04523
ΔE to the lowest compared entry with this formula, charge and spin in kJ/mol: 124.9
Energy in eV: -6415.64621

The geometry in ORCA input format:
```
! wB97M-V def2-TZVPD RIJCOSX def2/J DEFGRID3
* xyz 0 1
C -2.817 0.257 -0.848
C -1.477 0.205 -0.784
C -0.594 0.965 0.157
C 0.132 -0.012 1.111
C 1.131 -0.981 0.457
C 2.278 -0.258 -0.296
H -3.247 0.967 -0.149
H -3.276 -0.407 -1.559
H -1.055 -0.431 -1.563
H -1.240 1.549 0.813
H 0.101 1.566 -0.424
H -0.541 -0.591 1.736
H 0.780 0.643 1.715
H 1.626 -1.619 1.188
H 0.548 -1.570 -0.260
H 3.009 -0.994 -0.622
H 1.841 0.333 -1.094
H 2.800 0.378 0.423
*
```

***

No. 5
This record from the Open Molecules 2025 dataset describes C6H12 in the gas phase in a non-equilibrium geometry. The level of theory is ωB97M-V with the def2-TZVPD basis set.

Values from the calculation:
HOMO level in eV: -9.54
Orbital gap in eV: 10.8
LUMO energy in Eh: 0.04479
ΔE to the lowest compared entry with this formula, charge and spin in kJ/mol: 120.3
Energy in eV: -6415.69369

The geometry in ORCA input format:
```
! wB97M-V def2-TZVPD RIJCOSX def2/J DEFGRID3
* xyz 0 1
C 0.385 2.717 -0.465
C -0.356 1.617 -0.475
C -0.390 0.600 0.583
C -0.391 -0.765 -0.066
C -0.470 -1.901 1.002
C 0.902 -0.990 -0.844
H 1.175 2.985 0.289
H 0.329 3.536 -1.230
H -1.207 1.457 -1.159
H 0.460 0.684 1.240
H -1.375 0.783 1.116
H -1.301 -0.879 -0.731
H 0.283 -1.854 1.773
H -0.445 -2.846 0.482
H -1.408 -1.904 1.602
H 0.955 -2.036 -1.270
H 1.070 -0.323 -1.700
H 1.784 -0.881 -0.146
*
```

***

No. 6
This record from the Open Molecules 2025 dataset describes C6H12 in the gas phase in a non-equilibrium geometry. The level of theory is ωB97M-V with the def2-TZVPD basis set.

Values from the calculation:
HOMO level in eV: -8.53
Orbital gap in eV: 9.7
LUMO energy in Eh: 0.04315
ΔE to the lowest compared entry with this formula, charge and spin in kJ/mol: 274.5
Energy in eV: -6414.09558

The geometry in ORCA input format:
```
! wB97M-V def2-TZVPD RIJCOSX def2/J DEFGRID3
* xyz 0 1
C 0.518 0.948 -1.718
C 0.485 1.144 -0.149
C -0.111 -0.006 0.744
C -1.645 -0.069 0.814
C 0.515 -1.214 1.437
C 0.656 -1.107 -0.011
H 1.315 0.297 -2.114
H 0.683 1.930 -2.181
H -0.423 0.561 -2.132
H 1.499 1.417 0.154
H -0.181 1.982 -0.002
H -2.058 -0.202 1.829
H -2.014 -0.919 0.227
H -2.108 0.843 0.422
H 1.381 -1.207 2.086
H -0.223 -1.975 1.689
H 0.058 -1.608 -0.752
H 1.654 -0.814 -0.343
*
```

***

No. 7
This record from the Open Molecules 2025 dataset describes a gas-phase ion, C6H12 (charge +1) in a non-equilibrium geometry. The level of theory is ωB97M-V with the def2-TZVPD basis set.

Values from the calculation:
HOMO level (spin up / spin down) in eV: -15.08 / -15.06
Orbital gap (spin up / spin down) in eV: 9.8 / 6.0
LUMO energy (spin up / spin down) in Eh: -0.19452 / -0.33201
ΔE to the lowest compared entry with this formula, charge and spin in kJ/mol: 202.1
Energy in eV: -6405.65537
Expectation value of S²: 0.754

The geometry in ORCA input format:
```
! wB97M-V def2-TZVPD RIJCOSX def2/J DEFGRID3
* xyz 1 2
C -0.866 1.927 1.039
C -0.092 0.632 1.567
C 0.988 0.154 0.597
C 0.476 -0.050 -0.888
C -0.546 -2.064 -1.928
C 0.354 -1.497 -1.031
H -1.543 2.048 1.875
H -1.473 1.593 0.184
H -0.227 2.675 0.608
H 0.381 0.843 2.520
H -0.812 -0.144 1.797
H 1.502 -0.789 0.876
H 1.923 0.710 0.746
H 1.204 0.450 -1.542
H -0.498 0.428 -1.124
H -1.212 -1.551 -2.602
H -0.655 -3.140 -1.987
H 1.099 -2.225 -0.708
*
```

***

No. 8
This record from the Open Molecules 2025 dataset describes a molecular structure, C6H12AgF3O8SV2 in a non-equilibrium geometry. The level of theory is ωB97M-V with the def2-TZVPD basis set.

Values from the calculation:
HOMO level (spin up / spin down) in eV: -15.90 / -15.90
Orbital gap (spin up / spin down) in eV: 7.6 / 7.6
LUMO energy (spin up / spin down) in Eh: -0.30533 / -0.30604
Energy in eV: -97142.62566
Expectation value of S²: 12.011

The geometry in ORCA input format:
```
! wB97M-V def2-TZVPD RIJCOSX def2/J DEFGRID3
* xyz 2 7
V -0.227 -1.586 2.651
V -0.483 -3.297 -1.261
Ag -1.124 0.905 -1.633
C -4.553 -1.352 -1.925
F -5.467 -0.883 -2.718
F -4.274 -0.503 -0.937
F -4.973 -2.499 -1.394
S -3.042 -1.689 -2.926
O -2.186 -2.429 -1.946
O -3.449 -2.459 -4.029
O -2.482 -0.381 -3.202
C 0.261 -1.200 0.089
O 0.123 -2.377 0.635
O 0.295 -0.210 0.921
O 0.098 -1.127 -1.181
C -0.014 4.814 -1.280
C 0.836 3.940 -0.393
O 0.317 2.578 -0.462
H -1.053 4.795 -0.937
H 0.102 4.522 -2.320
H 0.259 5.866 -1.183
H 0.873 4.248 0.652
H 1.849 3.938 -0.812
H 0.775 2.011 0.164
C 3.724 -1.731 2.143
C 2.742 -1.351 3.201
O 1.679 -2.423 3.340
H 3.256 -2.012 1.200
H 4.400 -2.510 2.484
H 4.328 -0.848 1.912
H 2.187 -0.446 2.952
H 3.221 -1.276 4.172
H 2.001 -3.026 4.023
*
```